{
  "formula": "C10H9N2O",
  "method": "ωB97M-V/def2-TZVPD",
  "species": ["C", "C", "C", "C", "C", "C", "C", "C", "C", "C", "N", "N", "O", "H", "H", "H", "H", "H", "H", "H", "H", "H"],
  "coordinates": [[-1.974285, -2.133850, -0.492463], [-2.573513, -0.907617, -0.890368], [-0.774260, -2.259329, 0.090520], [-1.774742, 0.234118, -0.657569], [-0.016381, -1.090724, 0.219134], [-0.467576, 0.121553, -0.258945], [1.356155, -0.992402, 0.605846], [0.573290, 1.198292, -0.095318], [1.913060, 0.451954, 0.395750], [0.295207, 2.304532, 0.948595], [3.580218, 0.420689, -1.357937], [2.854008, 0.468774, -0.515609], [2.143750, -1.833355, 0.887708], [-2.552434, -3.096103, -0.645140], [-3.505425, -0.883404, -1.350124], [-0.459969, -3.254035, 0.441470], [-2.123700, 1.192289, -0.946187], [0.570593, 1.535826, -1.229441], [2.185403, 0.926067, 1.373102], [0.090793, 1.886034, 1.894736], [-0.535212, 2.760666, 0.508700], [1.195028, 2.950030, 1.073530]],
  "forces_ev_per_a": [[-3.5, -1.4, -1.3], [3.9, -0.1, 1.7], [1.5, -0.3, 1.0], [-1.1, -0.4, -1.4], [-0.2, -0.2, -0.5], [0.2, -0.7, 2.2], [1.4, -1.4, -0.1], [0.3, 0.9, -2.1], [-4.7, 1.6, 2.5], [1.9, -0.6, -1.7], [-1.5, 0.1, 2.0], [4.2, -0.2, -4.3], [0.4, -0.9, 0.6], [0.6, 1.4, 0.1], [-1.5, 0.2, -0.5], [0.2, 0.7, -0.2], [-0.5, 0.8, -0.3], [1.0, 0.3, 2.3], [0.4, -0.6, -1.0], [-0.6, -0.6, 1.1], [-1.3, 1.5, 0.1], [-0.9, -0.1, -0.4]],
  "orbital_gap_ev": 8.31,
  "lumo_ev": -5.249,
  "e_above_lowest_ev": 1.988,
  "charge": 1,
  "total_energy_ev": -15534.22470
}